[1]
Here is a cluster of 2 separate species, C4H11S2 in total at a distorted geometry from the OMol25 dataset. Energies are from the ωB97M-V functional and the def2-TZVPD basis.

- energy above the lowest of the compared OMol25 structures with the same formula, charge and spin (kJ/mol) = 146.2
- charge = -1
- gap between HOMO and LUMO (eV) = 5.6
- lowest unoccupied orbital energy (Ha) = 0.1167
- electronic energy (eV) = -25996.32214

Last column: Löwdin charge in e.
Positions of all 17 atoms, in Å:
1 C -1.6083 2.6295 2.3818  -0.461
2 S -2.4698 2.0637 0.8275  0.638
3 C -1.6994 0.3814 0.5922  -0.448
4 H -0.6858 1.9509 2.7169  0.082
5 H -1.1919 3.6131 2.0291  0.005
6 H -2.1181 2.8967 3.3063  0.000
7 H -1.5311 -0.0137 1.6437  0.045
8 H -0.7028 0.4501 0.2024  -0.070
9 H -2.3867 -0.0314 -0.0965  -0.008
10 C 2.0253 -1.3058 -2.3526  -0.277
11 C 1.5343 -2.3040 -1.3178  -0.786
12 S 1.1249 -1.4952 0.3388  0.091
13 H 2.7433 -0.5646 -1.8475  0.055
14 H 2.7053 -1.7676 -3.1739  0.064
15 H 1.1846 -0.7058 -2.7117  0.040
16 H 0.6138 -2.8410 -1.4664  -0.009
17 H 2.4626 -2.9562 -1.0724  0.041

---

[2]
Here is a cluster of 2 separate species, C4H11S2 in total from the OMol25 dataset. Energies are from the ωB97M-V functional and the def2-TZVPD basis.

- spin multiplicity = 2
- ⟨S²⟩ = 0.753
- energy above the lowest of the compared OMol25 structures with the same formula, charge and spin (kJ/mol) = 18.3
- charge = 0
- gap between HOMO and LUMO (alpha / beta) (eV) = 9.2 / 6.3
- lowest unoccupied orbital energy (alpha / beta) (Ha) = 0.0329 / -0.0744
- electronic energy (eV) = -25995.30233

Last column: Löwdin charge in e.
Positions of all 17 atoms, in Å:
1 C -2.7472 -1.4207 -1.0463  -0.433
2 S -3.2842 -0.2276 0.1992  0.715
3 C -1.7154 -0.0110 1.0908  -0.444
4 H -3.2625 -1.2112 -1.9776  0.026
5 H -2.8733 -2.4465 -0.7258  0.028
6 H -1.6976 -1.2303 -1.2466  0.008
7 H -1.0852 0.6435 0.4939  -0.039
8 H -1.9234 0.4149 2.0681  0.029
9 H -1.2312 -0.9776 1.1734  0.032
10 C 3.2891 0.8866 0.0129  -0.187
11 C 1.7846 0.6754 0.1331  -0.690
12 S 0.8696 0.9471 -1.3948  0.644
13 H 3.5077 1.9476 0.1182  0.068
14 H 3.6582 0.6360 -0.9823  0.054
15 H 3.8437 0.2882 0.7332  0.068
16 H 1.3739 1.3902 0.8510  0.065
17 H 1.4931 -0.3046 0.4995  0.055

---

[3]
Here is a cluster of 2 separate species, C4H11S3 in total from the OMol25 dataset. Energies are from the ωB97M-V functional and the def2-TZVPD basis.

- energy above the lowest of the compared OMol25 structures with the same formula, charge and spin (kJ/mol) = 32.4
- charge = -1
- gap between HOMO and LUMO (eV) = 5.4
- lowest unoccupied orbital energy (Ha) = 0.1057
- electronic energy (eV) = -36833.15486

Last column: Löwdin charge in e.
Positions of all 18 atoms, in Å:
1 C -1.5851 -0.2462 -1.9808  -0.165
2 C -1.0221 1.1604 -2.1442  -0.392
3 C -0.0436 1.5426 -1.0321  -0.781
4 S -0.7851 1.6418 0.6260  0.172
5 H -0.7962 -0.9897 -2.1006  0.058
6 H -2.3643 -0.4519 -2.7174  0.051
7 H -2.0000 -0.3373 -0.9763  0.029
8 H -0.5065 1.2435 -3.1132  0.084
9 H -1.8415 1.8874 -2.1512  0.083
10 H 0.4123 2.5006 -1.3026  0.025
11 H 0.7824 0.8169 -1.0364  0.028
12 C 1.6211 -0.7892 1.7368  -0.511
13 S 1.2433 -2.4598 2.3395  0.304
14 S 0.3322 -2.0705 4.1316  0.262
15 H 0.7120 -0.1835 1.6545  -0.071
16 H 2.0682 -0.9105 0.7523  0.022
17 H 2.3442 -0.3289 2.4053  0.021
18 H 1.4288 -2.0257 4.9087  -0.218

---

[4]
Here is a cluster of 2 separate species, C4H12 in total at a distorted geometry from the OMol25 dataset. Energies are from the ωB97M-V functional and the def2-TZVPD basis.

- spin multiplicity = 2
- ⟨S²⟩ = 0.750
- energy above the lowest of the compared OMol25 structures with the same formula, charge and spin (kJ/mol) = 119.6
- charge = -1
- gap between HOMO and LUMO (alpha / beta) (eV) = 2.9 / 12.1
- lowest unoccupied orbital energy (alpha / beta) (Ha) = 0.1611 / 0.1650
- electronic energy (eV) = -4339.79715

Last column: Löwdin charge in e.
Positions of all 16 atoms, in Å:
1 C -2.1889 0.1574 -0.5167  -0.408
2 C -1.6866 -1.1185 -1.1236  -0.343
3 H -3.0530 -0.1209 -0.0120  0.007
4 H -1.3673 0.5109 0.0524  0.021
5 H -2.6270 0.9065 -1.1864  0.037
6 H -2.4256 -1.6564 -1.6852  0.017
7 H -1.3745 -1.5313 -0.0794  0.065
8 H -0.9968 -0.8064 -1.9049  0.028
9 C 1.7362 0.9609 1.3718  -0.324
10 C 2.2373 0.0380 0.2729  -0.306
11 H 2.1914 0.6278 2.2591  0.018
12 H 1.8913 2.0285 1.3022  0.039
13 H 0.6992 0.6964 1.4683  0.019
14 H 1.6596 0.1650 -0.6571  0.022
15 H 2.0103 -1.0884 0.4722  0.067
16 H 3.2944 0.2305 -0.0337  0.042

---

[5]
Here is a cluster of 2 separate species, C4H12 in total at a distorted geometry from the OMol25 dataset. Energies are from the ωB97M-V functional and the def2-TZVPD basis.

- spin multiplicity = 2
- ⟨S²⟩ = 0.750
- energy above the lowest of the compared OMol25 structures with the same formula, charge and spin (kJ/mol) = 135.8
- charge = -1
- gap between HOMO and LUMO (alpha / beta) (eV) = 2.8 / 11.9
- lowest unoccupied orbital energy (alpha / beta) (Ha) = 0.1598 / 0.1681
- electronic energy (eV) = -4339.62924

Last column: Löwdin charge in e.
Positions of all 16 atoms, in Å:
1 C -0.4794 0.0299 1.3528  -0.379
2 C -0.2719 -0.0666 2.8824  -0.281
3 H 0.4419 -0.3212 0.8931  0.022
4 H -1.0188 -0.7122 0.7681  0.019
5 H -0.6751 1.0121 1.1118  0.005
6 H -0.6447 -1.0041 3.2349  0.026
7 H -0.7858 0.7561 3.3634  0.037
8 H 0.7993 -0.0400 2.9697  0.031
9 C 0.1407 -0.6913 -2.1771  -0.337
10 C 0.5591 0.7817 -2.0393  -0.282
11 H -0.2076 -1.2999 -1.3835  -0.016
12 H -0.6919 -0.8307 -2.9235  0.046
13 H 1.1296 -1.2747 -2.3022  0.057
14 H -0.2686 1.2532 -1.6958  -0.001
15 H 1.2744 0.9950 -1.2472  0.042
16 H 0.9563 1.1445 -2.9014  0.011

---

[6]
Here is a cluster of 2 separate species, C4H12 in total at a distorted geometry from the OMol25 dataset. Energies are from the ωB97M-V functional and the def2-TZVPD basis.

- energy above the lowest of the compared OMol25 structures with the same formula, charge and spin (kJ/mol) = 108.2
- charge = 0
- gap between HOMO and LUMO (eV) = 12.3
- lowest unoccupied orbital energy (Ha) = 0.0428
- electronic energy (eV) = -4341.40707

Last column: Löwdin charge in e.
Positions of all 16 atoms, in Å:
1 C -0.8703 -0.0658 -1.9777  -0.168
2 C -0.0314 1.1964 -1.8539  -0.181
3 H -1.8930 0.2598 -2.2323  0.062
4 H -0.4086 -0.7053 -2.8052  0.080
5 H -0.7838 -0.7592 -1.0489  0.065
6 H -0.2517 1.9911 -2.5812  0.078
7 H 0.9094 0.8538 -1.8056  0.015
8 H -0.2112 1.6863 -0.9026  0.048
9 C 0.7918 0.1102 2.0628  -0.167
10 C 0.1197 -1.1938 1.7822  -0.201
11 H 0.5029 0.8466 1.2095  0.084
12 H 0.6578 0.3484 3.1039  0.055
13 H 1.8869 0.0104 1.9333  0.067
14 H -0.6687 -1.5977 2.5376  0.100
15 H 0.7513 -2.0009 1.6013  0.033
16 H -0.5504 -1.2155 0.9094  0.030

---

[7]
Here is a cluster of 2 separate species, C4H12 in total at a distorted geometry from the OMol25 dataset. Energies are from the ωB97M-V functional and the def2-TZVPD basis.

- energy above the lowest of the compared OMol25 structures with the same formula, charge and spin (kJ/mol) = 53.7
- charge = 0
- gap between HOMO and LUMO (eV) = 12.4
- lowest unoccupied orbital energy (Ha) = 0.0427
- electronic energy (eV) = -4341.97126

Last column: Löwdin charge in e.
Positions of all 16 atoms, in Å:
1 C 2.3297 0.2524 -0.1314  -0.159
2 C 2.4089 -0.5157 1.1764  -0.180
3 H 1.3065 0.3995 -0.4427  0.029
4 H 2.8143 1.2159 -0.0532  0.059
5 H 2.7691 -0.3288 -0.9469  0.069
6 H 3.2004 -1.2665 1.2951  0.062
7 H 2.1532 0.0195 2.0861  0.059
8 H 1.6407 -1.3156 1.2210  0.059
9 C -1.8054 -0.3588 -0.3571  -0.158
10 C -2.8217 0.7626 -0.6634  -0.164
11 H -1.8381 -0.5826 0.6970  0.056
12 H -2.0572 -1.2560 -0.9313  0.063
13 H -0.8164 -0.0723 -0.7091  0.035
14 H -3.7320 0.3961 -1.1352  0.054
15 H -3.1700 1.1968 0.2747  0.059
16 H -2.3819 1.4536 -1.3798  0.059